Record 1
DFT (ωB97M-V/def2-TZVPD) results for a molecular structure, C43H40CoN5O2S2.

Values from the calculation:
lowest unoccupied orbital energy (alpha / beta) = -6.65 / -7.60 eV
ΔE to the lowest compared entry with this formula, charge and spin = 0.0 kJ/mol
⟨S²⟩ = 6.039
gap between HOMO and LUMO (alpha / beta) = 5.48 / 5.22 eV

```
! wB97M-V def2-TZVPD RIJCOSX def2/J DEFGRID3
* xyz 2 5
Co -0.290 0.124 0.262
C -0.020 3.032 -2.789
C 1.333 3.012 -3.066
C 2.170 2.164 -2.345
C 1.615 1.360 -1.378
N 0.285 1.375 -1.126
C -0.518 2.193 -1.801
C 2.362 0.444 -0.492
C 3.718 0.182 -0.480
C 4.205 -0.709 0.468
C 3.356 -1.323 1.381
C 2.008 -1.030 1.311
N 1.563 -0.170 0.390
C 0.910 -1.569 2.138
C 1.079 -2.440 3.189
C -0.046 -2.869 3.887
C -1.290 -2.412 3.505
C -1.397 -1.532 2.434
N -0.317 -1.119 1.770
H -0.697 3.685 -3.320
H 1.745 3.655 -3.832
H 3.233 2.141 -2.538
H -1.564 2.174 -1.524
H 4.383 0.656 -1.187
H 5.265 -0.927 0.498
H 3.742 -2.010 2.119
H 2.067 -2.778 3.467
H 0.061 -3.546 4.725
H -2.186 -2.713 4.030
H -2.344 -1.134 2.087
S -1.306 -1.368 -1.327
C -1.374 -2.990 -0.651
N -2.454 -3.533 -0.087
C -2.320 -4.865 0.501
C -1.333 -5.715 -0.274
N -0.078 -4.995 -0.478
C 1.134 -5.783 -0.701
C 1.453 -6.643 0.495
C 1.628 -8.013 0.361
C 1.933 -8.793 1.471
C 2.057 -8.206 2.720
C 1.878 -6.834 2.861
C 1.580 -6.059 1.753
C -0.176 -3.702 -0.819
S 1.056 -2.775 -1.591
C -3.800 -2.938 -0.132
C -4.646 -3.614 -1.180
C -5.650 -4.501 -0.812
C -6.409 -5.143 -1.782
C -6.164 -4.898 -3.125
C -5.164 -4.008 -3.498
C -4.409 -3.367 -2.530
H -3.298 -5.343 0.471
H -2.014 -4.761 1.547
H -1.755 -5.991 -1.246
H -1.124 -6.625 0.285
H 1.946 -5.080 -0.897
H 1.013 -6.398 -1.597
H 1.530 -8.476 -0.614
H 2.072 -9.859 1.357
H 2.293 -8.814 3.583
H 1.981 -6.377 3.837
H 1.438 -4.988 1.856
H -3.693 -1.870 -0.309
H -4.245 -3.069 0.857
H -5.859 -4.677 0.238
H -7.195 -5.825 -1.489
H -6.758 -5.392 -3.881
H -4.982 -3.807 -4.546
H -3.638 -2.663 -2.826
C -6.259 5.454 -1.068
C -5.405 4.298 -0.628
C -4.360 4.482 0.269
C -3.576 3.424 0.710
C -2.463 3.695 1.691
C -3.875 2.138 0.245
C -4.935 1.916 -0.647
C -5.291 0.543 -1.162
C -5.665 3.011 -1.085
C -3.074 0.968 0.685
O -3.561 -0.074 1.075
O -1.756 1.142 0.536
H -5.749 6.404 -0.920
H -7.188 5.484 -0.495
H -6.529 5.366 -2.120
H -4.153 5.478 0.644
H -2.583 4.684 2.129
H -1.487 3.659 1.205
H -2.450 2.969 2.505
H -4.409 -0.011 -1.496
H -5.974 0.626 -2.005
H -5.772 -0.056 -0.389
H -6.473 2.853 -1.790
*
```

Record 2
DFT (ωB97M-V/def2-TZVPD) results for a molecular structure, C43H40IN9OPbSeTe in a non-equilibrium geometry.

Values from the calculation:
lowest unoccupied orbital energy = -4.70 eV
ΔE to the lowest compared entry with this formula, charge and spin = 161.9 kJ/mol
gap between HOMO and LUMO = 7.49 eV

```
! wB97M-V def2-TZVPD RIJCOSX def2/J DEFGRID3
* xyz 2 1
Pb -2.301 3.792 -1.795
O 0.054 5.893 -4.692
C -0.674 5.726 -3.743
N -1.622 4.734 -3.706
C -1.786 3.987 -4.942
C -3.138 3.312 -4.862
C -3.868 2.991 -5.970
C -5.119 2.372 -5.805
C -5.581 2.100 -4.559
C -4.773 2.399 -3.467
N -3.594 3.005 -3.649
C -0.542 6.556 -2.486
C 0.179 7.749 -2.509
C 0.456 8.344 -1.335
C -0.016 7.827 -0.154
C -0.691 6.610 -0.192
N -0.906 6.016 -1.321
H -1.682 4.674 -5.752
H -1.030 3.200 -5.120
H -3.472 3.143 -6.951
H -5.796 2.211 -6.673
H -6.541 1.626 -4.383
H -5.106 2.125 -2.443
H 0.334 8.179 -3.448
H 0.981 9.265 -1.323
H 0.199 8.313 0.810
H -1.064 6.186 0.691
C 2.187 -3.185 1.588
N 1.860 -1.939 2.319
C 0.771 -1.297 1.964
C 0.384 -0.331 2.909
C -0.510 0.742 2.832
C -0.364 1.498 4.089
C 0.527 0.784 4.839
N 1.027 -0.261 4.148
C 1.407 -4.410 2.141
C 1.971 -5.702 2.059
C 1.285 -6.807 2.484
C 0.041 -6.643 3.082
C -0.567 -5.383 3.030
C 0.061 -4.266 2.619
H 3.270 -3.377 1.665
H 1.925 -3.022 0.560
H 0.246 -1.487 1.033
H -1.028 1.005 1.987
H -1.061 2.231 4.380
H 0.706 0.909 5.939
H 2.834 -5.798 1.501
H 1.667 -7.820 2.331
H -0.577 -7.583 3.361
H -1.663 -5.318 3.082
H -0.508 -3.332 2.548
I 3.087 -0.064 -1.172
C 2.053 1.550 -1.893
C 2.124 2.287 -3.054
N 1.176 3.219 -2.964
N 0.432 3.113 -1.835
C 0.988 2.109 -1.189
H 2.834 2.102 -3.813
H 0.891 3.783 -3.729
H 0.565 1.777 -0.291
C 2.410 -0.873 6.729
Te 2.593 -1.505 4.699
C 1.852 -3.291 5.496
C 2.834 -3.298 6.645
C 3.600 -4.408 6.914
C 4.604 -4.272 7.877
C 4.820 -3.091 8.650
C 3.991 -2.020 8.405
C 3.076 -2.086 7.303
H 1.371 -0.775 6.827
H 2.924 0.099 6.898
H 2.003 -4.148 4.761
H 0.827 -3.331 5.804
H 3.584 -5.327 6.356
H 5.224 -5.120 8.146
H 5.622 -3.040 9.381
H 4.025 -1.205 9.134
C -4.014 -1.278 -3.239
N -2.513 -1.259 -3.300
C -1.721 -0.561 -2.544
Se -2.210 0.638 -1.205
N -0.464 -0.703 -2.960
C -0.409 -1.575 -4.007
C 0.680 -2.086 -4.674
C 0.491 -2.903 -5.795
C -0.807 -3.233 -6.146
C -1.892 -2.820 -5.349
C -1.693 -1.966 -4.247
H -4.218 -2.346 -3.250
H -4.482 -0.611 -4.051
H -4.359 -0.780 -2.325
H 0.271 -0.140 -2.551
H 1.603 -1.717 -4.311
H 1.291 -3.291 -6.370
H -0.923 -3.944 -6.941
H -2.936 -3.154 -5.531
*
```